Entry 1:
DFT (ωB97M-V/def2-TZVPD) results for a structure of composition C33H33N6ReS2SeSi.

```
! RIJCOSX wB97M-V def2-TZVPD def2/J DEFGRID3
* xyz 1 4
Re -0.0383 -0.1445 0.7946
C 2.6936 -1.2464 1.0863
N 2.1616 0.1259 0.8327
C 2.8811 0.6017 -0.4151
C 2.2581 1.7765 -1.1476
N 1.2405 1.3469 -2.1043
C 0.1376 2.2920 -2.2338
C 1.7676 0.9267 -3.3736
C 2.1524 1.8857 -4.3087
C 2.6523 1.5373 -5.5522
C 2.7736 0.1994 -5.8923
C 2.3899 -0.7705 -4.9825
C 1.8935 -0.4267 -3.7246
S 1.5795 -1.8047 -2.6389
C 2.4855 1.0567 1.9361
C 3.7263 0.9956 2.5634
C 4.0412 1.8661 3.5923
C 3.1142 2.8212 3.9879
C 1.8885 2.8981 3.3547
C 1.5513 2.0216 2.3196
S -0.0396 2.1724 1.5629
H 3.7835 -1.2484 1.1108
H 2.3667 -1.8863 0.2705
H 2.3179 -1.6380 2.0287
H 2.9329 -0.2517 -1.0864
H 3.8960 0.8504 -0.0952
H 3.0678 2.3292 -1.6440
H 1.8007 2.4644 -0.4363
H 0.4317 3.2744 -2.6256
H -0.3090 2.4474 -1.2515
H -0.6160 1.8739 -2.9018
H 2.0635 2.9328 -4.0472
H 2.9443 2.3091 -6.2520
H 3.1567 -0.0899 -6.8616
H 2.4698 -1.8193 -5.2395
H 4.4626 0.2673 2.2536
H 5.0065 1.8010 4.0751
H 3.3486 3.5094 4.7891
H 1.1629 3.6424 3.6557
Se -5.7019 -0.8820 6.1289
N -3.9319 -0.9842 6.2548
C -3.4533 -0.8040 5.0527
C -2.0286 -0.8124 4.7437
C -1.0518 -0.9729 5.7254
C 0.2721 -0.9359 5.3534
C 0.5902 -0.7582 4.0126
N -0.3282 -0.6266 3.0600
C -1.6281 -0.6344 3.4206
C -2.6145 -0.4012 2.3639
N -2.1458 -0.2032 1.1121
C -3.0107 0.0728 0.1325
C -4.3775 0.1533 0.3427
C -4.8719 -0.0732 1.6086
C -3.9800 -0.3546 2.6411
C -4.4183 -0.5810 4.0129
N -5.6727 -0.5818 4.3773
H -1.3532 -1.1103 6.7551
H 1.0655 -1.0380 6.0796
H 1.6248 -0.7012 3.7049
H -2.5779 0.2272 -0.8457
H -5.0297 0.3805 -0.4880
H -5.9314 -0.0328 1.8229
C -2.2729 -0.3173 -3.8337
Si -1.5836 -1.9217 -3.1532
C -2.8521 -2.8239 -2.1158
C -0.9866 -2.9906 -4.5533
C -0.0945 -1.5200 -2.0657
C -0.0642 -1.0215 -0.8370
H -3.1372 -0.5053 -4.4747
H -1.5148 0.1883 -4.4368
H -2.5868 0.3770 -3.0509
H -3.7603 -3.0155 -2.6914
H -3.1343 -2.2661 -1.2211
H -2.4533 -3.7862 -1.7887
H -1.8293 -3.2826 -5.1843
H -0.5066 -3.8988 -4.1855
H -0.2662 -2.4609 -5.1793
*
```

Summary:
**Lowest unoccupied orbital energy (alpha / beta)**: -3.54 / -3.83 eV
**E**: -140716.498 eV
**Molecular weight**: 871.1 g/mol
**HOMO-LUMO gap (alpha / beta)**: 0.2184 / 0.2436 hartree
**Highest occupied orbital energy (alpha / beta)**: -9.48 / -10.46 eV

Entry 2:
DFT (ωB97M-V/def2-TZVPD) results for a cluster of 3 separate species, CHN5O3 in total.

```
! RIJCOSX wB97M-V def2-TZVPD def2/J DEFGRID3
* xyz 0 1
C -1.6640 1.4978 0.1903
N -1.3173 2.4516 -0.4094
N 1.3917 -0.3743 -0.3756
N 1.2415 0.5895 0.1498
N 1.0928 -3.2762 0.7668
N 0.5628 -3.0332 -0.1660
O 0.0350 -2.9542 -1.1795
O 1.1628 1.5721 0.7535
O -2.0638 0.5403 0.6901
H -0.4414 2.9866 -0.4199
*
```

Summary:
**Lowest unoccupied orbital energy**: 0.65 eV
**E**: -14642.271 eV
**SMILES string**: N#[N+][O-].N#[N+][O-].N=C=O
**Molecular weight**: 131.1 g/mol
**HOMO-LUMO gap**: 0.4382 hartree
**Highest occupied orbital energy**: -11.28 eV

Entry 3:
DFT (ωB97M-V/def2-TZVPD) results for a cluster of 2 separate species, C6H12Si in total.

```
! RIJCOSX wB97M-V def2-TZVPD def2/J DEFGRID3
* xyz 0 1
C 3.9598 0.2934 -0.5575
C 3.1164 -0.3663 0.2709
C 1.6646 -0.2240 0.1372
C 0.8727 -1.1551 0.5976
C -2.3050 1.7087 0.1486
C -2.4164 0.3212 0.5479
Si -2.1947 -1.2001 -0.4234
H 5.0279 0.2803 -0.6124
H 3.5063 0.9580 -1.3497
H 3.3893 -1.1565 1.0105
H 1.2440 0.7579 -0.3779
H 1.0934 -2.0067 1.0865
H -2.9542 2.4810 0.6416
H -1.3217 2.1573 0.4369
H -2.6791 1.8836 -0.9149
H -3.0276 0.2490 1.4614
H -3.6026 -1.4703 -0.6960
H -2.0977 -2.3430 0.3058
H -1.2754 -1.1684 -1.7131
*
```

Summary:
**Lowest unoccupied orbital energy (alpha / beta)**: 0.16 / -0.57 eV
**E**: -14286.853 eV
**Molecular weight**: 112.2 g/mol
**HOMO-LUMO gap (alpha / beta)**: 0.3455 / 0.2722 hartree
**Highest occupied orbital energy (alpha / beta)**: -9.24 / -7.97 eV